A structure of composition C24H28N4O2Sn. Source: the OMol25 dataset; level of theory: ωB97M-V/def2-TZVPD.

Atoms and positions in Å:
Sn (0.725, 1.580, 1.547)
C (-1.737, 4.231, -4.989)
C (-1.463, 3.455, -3.767)
C (-2.375, 2.472, -3.286)
C (-2.157, 1.803, -2.111)
C (-3.127, 0.810, -1.687)
N (-3.044, 0.151, -0.584)
C (-3.984, -0.872, -0.066)
C (-3.271, -1.803, 0.939)
C (-2.910, -3.206, 0.441)
N (-1.804, -3.174, -0.557)
C (-0.557, -2.970, -0.365)
C (0.168, -2.886, 0.919)
C (0.341, -3.977, 1.716)
C (1.281, -3.960, 2.794)
C (1.442, -5.127, 3.686)
C (2.122, -2.820, 2.921)
C (1.953, -1.695, 2.164)
C (2.962, -0.620, 2.230)
N (2.811, 0.565, 1.799)
C (3.966, 1.485, 1.859)
C (4.119, 2.246, 0.550)
C (3.080, 3.344, 0.343)
N (1.760, 2.823, -0.101)
C (1.293, 3.304, -1.187)
C (0.009, 3.017, -1.853)
C (-0.256, 3.662, -3.027)
C (-0.977, 2.105, -1.313)
O (-0.845, 1.595, -0.178)
C (0.866, -1.640, 1.210)
O (0.474, -0.581, 0.652)
H (-2.679, 3.977, -5.465)
H (-0.919, 4.109, -5.711)
H (-1.730, 5.306, -4.759)
H (-3.268, 2.268, -3.868)
H (-3.969, 0.600, -2.343)
H (-2.264, 0.419, 0.019)
H (-4.414, -1.409, -0.911)
H (-4.804, -0.354, 0.430)
H (-3.911, -1.940, 1.809)
H (-2.362, -1.316, 1.306)
H (-3.755, -3.679, -0.057)
H (-2.626, -3.841, 1.276)
H (-2.081, -3.326, -1.525)
H (0.051, -2.900, -1.265)
H (-0.186, -4.904, 1.513)
H (0.647, -5.860, 3.580)
H (1.524, -4.815, 4.731)
H (2.397, -5.629, 3.469)
H (2.931, -2.856, 3.645)
H (3.926, -0.920, 2.645)
H (4.878, 0.935, 2.089)
H (3.797, 2.188, 2.680)
H (4.115, 1.554, -0.295)
H (5.098, 2.725, 0.559)
H (3.447, 4.071, -0.380)
H (2.917, 3.884, 1.280)
H (1.910, 4.027, -1.724)
H (0.465, 4.369, -3.424)

Calculated values
electronic energy	-41188.841	eV
2S+1	1
net charge	+4
HOMO energy (alpha / beta)	-20.1386 / -20.2672	eV
HOMO-LUMO gap (alpha / beta)	5.82 / 6.17	eV
LUMO energy (alpha / beta)	-14.320 / -14.093	eV